# 1
Density functional theory data (wB97M-V/def2-TZVPD) for a single C4H6O2 molecule.

Properties
2S+1: 1
Frontier orbital gap in eV: 10.40
Maximum force in eV Å⁻¹: 0.56
Calculated total energy in eV: -8338.66464

Last column: natural (NBO) charge in e.
Element x y z (Å)
O1 2.249 -0.413 1.614  -0.526
C1 1.191 0.050 1.249  0.432
C2 0.447 -0.603 0.140  -0.361
C3 0.135 0.116 -1.162  -0.425
C4 -0.969 -0.239 -0.229  0.094
O2 -1.540 0.799 0.514  -0.704
H1 0.745 0.929 1.751  0.132
H2 0.843 -1.611 0.057  0.244
H3 0.256 -0.464 -2.072  0.228
H4 0.396 1.168 -1.242  0.225
H5 -1.666 -1.034 -0.505  0.185
H6 -2.067 1.336 -0.094  0.475

Forces on atoms 1 to 3 (eV/Å):
-0.30 0.32 0.08
0.21 -0.07 0.02
0.15 -0.11 0.10



# 2
Density functional theory data (wB97M-V/def2-TZVPD) for a 8-piece molecular cluster, C16H48O16 overall at a distorted geometry.

Properties
2S+1: 1
Frontier orbital gap in eV: 9.87
Maximum force in eV Å⁻¹: 3.22
Calculated total energy in eV: -50124.32760

Last column: Mulliken charge in e.
Element x y z (Å)
O1 -5.842 -9.272 21.852  -0.535
C1 -6.454 -8.164 21.223  -0.542
C2 -5.542 -7.773 19.983  -0.166
O2 -4.229 -7.406 20.321  -0.363
H1 -4.961 -9.023 22.140  0.321
H2 -7.415 -8.473 20.811  0.400
H3 -6.467 -7.240 21.801  0.282
H4 -6.075 -7.056 19.359  0.044
H5 -5.412 -8.652 19.351  0.403
H6 -3.678 -8.162 20.105  0.154
O3 -5.547 2.207 22.598  -0.533
C3 -5.691 1.857 21.204  -0.582
C4 -5.338 0.360 21.160  -0.006
O4 -6.215 -0.456 21.866  -0.552
H7 -6.362 1.926 23.020  0.315
H8 -6.664 1.961 20.724  0.303
H9 -5.080 2.551 20.627  0.305
H10 -4.385 0.139 21.640  0.210
H11 -5.198 0.036 20.129  0.190
H12 -6.853 -0.720 21.199  0.371
O5 -0.127 -3.361 19.496  -0.449
C5 0.906 -2.347 19.656  -0.174
C6 2.182 -2.715 18.784  -0.495
O6 1.783 -2.313 17.491  -0.480
H13 -0.968 -2.942 19.299  0.315
H14 0.640 -1.295 19.549  0.092
H15 1.236 -2.398 20.693  0.348
H16 2.404 -3.780 18.839  0.304
H17 3.122 -2.211 19.009  0.291
H18 1.685 -3.124 16.987  0.259
O7 -1.644 -10.871 22.638  -0.529
C7 -1.613 -9.652 21.807  -0.503
C8 -1.900 -8.348 22.611  -0.309
O8 -3.294 -8.428 23.010  -0.490
H19 -2.455 -11.253 22.293  0.334
H20 -0.639 -9.595 21.321  0.367
H21 -2.418 -9.760 21.080  0.202
H22 -1.735 -7.528 21.911  0.247
H23 -1.229 -8.428 23.467  0.415
H24 -3.414 -7.801 23.727  0.240
O9 -0.890 -4.278 15.457  -0.613
C9 -1.508 -3.027 15.746  0.353
C10 -2.452 -2.494 14.697  -0.491
O10 -3.553 -3.402 14.671  -0.493
H25 -0.161 -4.467 16.053  0.299
H26 -1.935 -3.208 16.732  -0.123
H27 -0.722 -2.283 15.871  0.284
H28 -1.991 -2.427 13.711  0.371
H29 -2.748 -1.481 14.971  0.144
H30 -3.288 -4.192 14.194  0.306
O11 -7.769 -6.070 14.591  -0.526
C11 -6.967 -5.286 15.419  -0.531
C12 -6.177 -6.066 16.481  0.345
O12 -5.351 -7.052 15.867  -0.574
H31 -7.170 -6.595 14.055  0.316
H32 -6.329 -4.625 14.832  0.263
H33 -7.704 -4.644 15.902  0.315
H34 -6.883 -6.587 17.128  0.178
H35 -5.550 -5.402 17.076  -0.082
H36 -4.521 -6.726 15.510  0.306
O13 -2.210 0.548 19.190  -0.595
C13 -2.947 1.417 18.381  -0.330
C14 -2.689 1.036 16.907  0.000
O14 -1.404 1.315 16.420  -0.505
H37 -1.287 0.808 19.239  0.213
H38 -3.986 1.146 18.566  0.130
H39 -2.689 2.459 18.571  0.292
H40 -3.395 1.449 16.187  0.448
H41 -2.913 -0.029 16.848  -0.120
H42 -0.740 0.998 17.037  0.308
O15 -2.594 -2.053 19.313  -0.377
C15 -3.786 -2.552 19.940  -0.390
C16 -3.930 -4.031 19.698  -0.316
O16 -3.420 -4.715 20.862  -0.543
H43 -2.571 -1.096 19.244  0.207
H44 -3.999 -2.148 20.930  0.434
H45 -4.634 -2.096 19.429  0.208
H46 -3.633 -4.466 18.743  0.248
H47 -5.008 -4.177 19.758  0.332
H48 -3.625 -5.648 20.772  0.304

Forces on atoms 1 to 3 (eV/Å):
-0.88 -0.05 0.18
2.49 0.22 -2.04
-1.57 -1.51 -0.07